Record 1
Computed, not measured: a structure of composition C47H33AgBrClF6GeN3O5P, with the ωB97M-V functional and the def2-TZVPD basis.

Cartesian coordinates (Å):
Ag1 -1.042 0.467 0.855
Br1 0.321 6.917 -4.998
C1 1.713 6.142 -3.953
C2 2.562 6.962 -3.236
C3 3.584 6.396 -2.487
C4 3.762 5.014 -2.421
C5 2.873 4.206 -3.149
C6 1.862 4.766 -3.920
N1 4.935 4.539 -1.779
N2 5.040 3.387 -1.255
C7 4.000 2.600 -0.789
C8 4.303 1.229 -0.810
C9 3.391 0.239 -0.546
C10 2.058 0.552 -0.166
O1 1.187 -0.316 0.035
C11 1.754 1.992 0.032
N3 0.537 2.272 0.534
C12 0.211 3.514 0.804
C13 1.120 4.566 0.648
C14 2.361 4.301 0.128
C15 2.707 2.989 -0.255
H1 2.433 8.036 -3.270
H2 4.266 7.029 -1.924
H3 2.987 3.129 -3.113
H4 1.186 4.129 -4.475
H5 5.306 0.964 -1.135
H6 3.657 -0.805 -0.651
H7 -0.795 3.684 1.183
H8 0.848 5.571 0.951
H9 3.075 5.101 0.033
F1 0.570 0.234 3.541
P1 -0.634 -0.260 4.496
F2 0.427 -0.994 5.457
F3 -1.854 -0.761 5.432
F4 -0.514 1.092 5.366
F5 -0.778 -1.611 3.611
F6 -1.708 0.461 3.488
C16 -1.496 -7.143 0.414
C17 -1.778 -6.187 1.386
C18 -1.081 -4.982 1.402
C19 -0.096 -4.713 0.445
C20 0.181 -5.683 -0.519
C21 -0.512 -6.890 -0.537
Ge1 0.697 -2.901 0.393
C22 1.800 -2.780 -1.190
C23 1.532 -1.892 -2.233
C24 2.430 -1.759 -3.283
C25 3.598 -2.521 -3.310
C26 3.857 -3.427 -2.289
C27 2.958 -3.553 -1.230
C28 1.755 -2.917 2.028
C29 1.806 -4.144 2.700
C30 2.620 -4.314 3.814
C31 3.392 -3.256 4.276
C32 3.346 -2.033 3.619
C33 2.538 -1.864 2.503
H10 -2.050 -8.076 0.388
H11 -2.549 -6.370 2.126
H12 -1.318 -4.234 2.160
H13 0.927 -5.481 -1.286
H14 -0.299 -7.626 -1.308
H15 0.625 -1.297 -2.210
H16 2.227 -1.053 -4.081
H17 4.312 -2.394 -4.117
H18 4.758 -4.032 -2.312
H19 3.175 -4.248 -0.421
H20 1.198 -4.973 2.361
H21 2.637 -5.268 4.328
H22 4.013 -3.381 5.155
H23 3.927 -1.192 3.988
H24 2.497 -0.901 2.027
Cl1 -6.517 6.895 -1.366
C34 -5.501 5.496 -1.052
C35 -4.301 5.363 -1.731
C36 -3.508 4.247 -1.480
C37 -3.901 3.286 -0.557
C38 -5.104 3.451 0.121
C39 -5.916 4.552 -0.127
C40 -3.009 2.082 -0.276
O2 -2.067 1.884 -1.078
O3 -3.281 1.397 0.754
H25 -3.994 6.118 -2.443
H26 -2.564 4.103 -1.999
H27 -5.383 2.701 0.855
H28 -6.854 4.684 0.394
O4 -1.596 -2.858 -1.600
C41 -1.866 -2.387 -0.518
O5 -0.929 -1.965 0.358
C42 -3.282 -2.206 -0.070
C43 -3.601 -1.762 1.210
C44 -4.932 -1.687 1.604
C45 -5.940 -2.058 0.723
C46 -5.619 -2.497 -0.560
C47 -4.292 -2.569 -0.953
H29 -2.816 -1.481 1.906
H30 -5.169 -1.333 2.601
H31 -6.980 -2.010 1.033
H32 -6.405 -2.778 -1.253
H33 -4.015 -2.915 -1.943

Atoms 1-6, force components in eV/Å:
0.0 0.2 0.1
0.0 0.0 0.0
0.0 0.0 0.0
0.2 0.0 0.1
0.0 0.1 0.1
-0.3 -0.1 0.2

Computed properties:
HOMO-LUMO gap ... 6.277 eV
HOMO ... -2.69 eV
Charge ... -2
Molar mass ... 1160.59 Da
Relative energy (zero: lowest compared OMol25 entry of this formula, charge and spin) ... 5.83 kcal/mol
Calculated total energy ... -232667.109 eV

Record 2
Computed, not measured: a structure of composition C26H46AsMoO3PS5Si3, with the ωB97M-V functional and the def2-TZVPD basis.

Cartesian coordinates (Å):
Mo1 -0.693 0.096 -0.343
C1 -2.697 -5.770 1.518
C2 -2.975 -4.813 0.390
O1 -2.919 -3.457 0.930
P1 -2.506 -2.258 0.013
S1 -2.510 -0.535 1.078
S2 -0.673 -2.381 -0.766
O2 -3.646 -2.211 -1.076
C3 -3.453 -1.592 -2.375
C4 -4.803 -1.345 -2.988
H1 -2.805 -6.795 1.164
H2 -3.400 -5.617 2.336
H3 -1.684 -5.642 1.898
H4 -3.968 -4.944 -0.038
H5 -2.231 -4.903 -0.407
H6 -2.824 -2.257 -2.969
H7 -2.908 -0.653 -2.239
H8 -5.344 -2.274 -3.152
H9 -4.666 -0.847 -3.949
H10 -5.403 -0.697 -2.350
O3 -0.283 0.514 -2.151
C5 -0.718 1.861 -2.394
C6 0.478 2.746 -2.585
C7 0.561 4.094 -2.386
C8 1.806 4.626 -2.809
C9 2.625 3.666 -3.322
S3 1.899 2.122 -3.311
C10 -1.580 1.823 -3.638
C11 -2.361 2.812 -4.164
C12 -2.948 2.440 -5.399
C13 -2.582 1.187 -5.785
S4 -1.535 0.444 -4.660
C14 -1.508 2.221 -1.141
C15 -0.988 2.636 0.076
C16 -2.029 2.887 1.027
C17 -3.269 2.684 0.509
S5 -3.237 2.212 -1.132
H11 -0.236 4.683 -1.956
H12 2.084 5.665 -2.726
H13 3.627 3.794 -3.696
H14 -2.499 3.777 -3.700
H15 -3.605 3.075 -5.973
H16 -2.878 0.661 -6.678
H17 0.038 2.943 0.202
H18 -1.857 3.240 2.032
H19 -4.211 2.810 1.016
C18 3.975 1.611 2.860
Si1 2.417 1.884 1.850
C19 1.232 2.931 2.872
C20 2.877 2.685 0.220
As1 1.302 -0.159 1.310
Si2 0.652 -1.213 3.353
C21 -0.410 0.020 4.283
C22 2.243 -1.546 4.294
C23 -0.248 -2.815 2.991
Si3 2.929 -1.588 0.279
C24 2.533 -3.370 0.705
C25 2.855 -1.266 -1.564
C26 4.617 -1.136 0.947
H20 4.239 2.585 3.282
H21 4.819 1.278 2.257
H22 3.860 0.922 3.694
H23 1.290 3.976 2.563
H24 1.504 2.888 3.927
H25 0.196 2.609 2.795
H26 3.499 3.559 0.427
H27 2.028 3.022 -0.372
H28 3.460 2.015 -0.414
H29 0.205 0.739 4.826
H30 -1.021 -0.513 5.015
H31 -1.092 0.574 3.636
H32 2.691 -0.650 4.716
H33 2.998 -2.067 3.707
H34 1.985 -2.202 5.131
H35 -0.275 -3.065 1.931
H36 -1.278 -2.767 3.342
H37 0.253 -3.633 3.512
H38 1.518 -3.665 0.460
H39 2.710 -3.586 1.759
H40 3.217 -4.000 0.129
H41 1.845 -1.162 -1.960
H42 3.334 -2.092 -2.095
H43 3.399 -0.353 -1.815
H44 4.655 -1.080 2.034
H45 4.979 -0.191 0.544
H46 5.323 -1.911 0.638

Atoms 1-6, force components in eV/Å:
0.2 -0.4 0.3
0.0 0.0 0.0
0.0 0.0 0.0
0.0 0.0 0.1
0.1 0.2 0.0
-0.3 0.1 -0.1

Computed properties:
HOMO-LUMO gap (alpha / beta) ... 7.141 / 7.000 eV
Spin multiplicity ... 2
HOMO (alpha / beta) ... -10.32 / -10.13 eV
Charge ... +1
Molar mass ... 853.08 Da
Relative energy (zero: lowest compared OMol25 entry of this formula, charge and spin) ... 1.72 kcal/mol
Calculated total energy ... -183644.449 eV

Record 3
Computed, not measured: an isolated molecule of C21H27NO3, with the ωB97M-V functional and the def2-TZVPD basis.

Cartesian coordinates (Å):
C1 3.840 -3.183 1.104
H1 3.276 -3.622 1.924
C2 2.903 -2.522 0.102
C3 3.675 -1.906 -1.071
N1 2.874 -1.112 -1.984
H2 2.410 -0.379 -1.453
C4 1.867 -1.856 -2.719
C5 1.486 -1.052 -3.972
O1 2.610 -0.893 -4.798
H3 3.352 -0.704 -4.202
C6 0.929 0.349 -3.605
O2 0.282 0.404 -2.354
C7 -0.905 -0.203 -2.156
C8 -1.723 -0.694 -3.171
C9 -2.957 -1.240 -2.875
C10 -3.404 -1.302 -1.566
C11 -2.603 -0.818 -0.550
C12 -1.349 -0.276 -0.817
C13 -0.454 0.178 0.278
O3 0.751 0.072 0.223
C14 -1.147 0.773 1.489
H4 -1.589 -0.046 2.063
H5 -1.959 1.425 1.161
C15 -0.166 1.538 2.383
C16 -0.866 2.049 3.608
C17 -0.962 1.261 4.747
C18 -1.640 1.715 5.865
C19 -2.234 2.966 5.856
C20 -2.146 3.758 4.724
C21 -1.468 3.301 3.608
H6 -1.399 3.925 2.728
H7 -2.606 4.736 4.712
H8 -2.762 3.322 6.728
H9 -1.703 1.093 6.746
H10 -0.496 0.286 4.760
H11 0.649 0.868 2.661
H12 0.259 2.367 1.813
H13 -2.945 -0.889 0.471
H14 -4.367 -1.731 -1.338
H15 -3.574 -1.620 -3.676
H16 -1.397 -0.653 -4.198
H17 1.778 1.029 -3.497
H18 0.287 0.728 -4.408
H19 0.752 -1.615 -4.558
H20 0.963 -2.089 -2.135
H21 2.307 -2.801 -3.054
H22 4.164 -2.697 -1.650
H23 4.453 -1.245 -0.678
H24 2.331 -1.731 0.592
H25 2.194 -3.263 -0.277
H26 4.534 -2.453 1.516
H27 4.418 -3.971 0.624

Atoms 1-6, force components in eV/Å:
-0.2 0.0 -0.1
0.0 -0.1 0.1
0.2 0.1 -0.1
-0.1 -0.1 0.2
-0.1 0.2 -0.1
0.0 -0.1 0.0

Computed properties:
HOMO-LUMO gap ... 9.084 eV
HOMO ... -8.72 eV
Molar mass ... 341.45 Da
Relative energy (zero: lowest compared OMol25 entry of this formula, charge and spin) ... 67.23 kcal/mol
Calculated total energy ... -29847.614 eV
SMILES ... CCCNC[C@H](O)COc1ccccc1C(=O)CCc1ccccc1

Record 4
Computed, not measured: a structure of composition C4H5O2Yb in a non-equilibrium geometry, with the ωB97M-V functional and the def2-TZVPD basis.

Cartesian coordinates (Å):
O1 0.629 0.669 3.422
C1 1.481 1.326 2.608
C2 1.296 1.355 1.203
C3 0.081 1.226 0.517
C4 0.049 1.226 -0.875
O2 -0.994 1.253 -1.607
Yb1 -3.317 1.628 -1.960
H1 2.557 1.348 2.883
H2 0.465 1.977 3.266
H3 2.214 1.421 0.607
H4 -0.858 1.210 1.078
H5 1.018 1.219 -1.405

Atoms 1-6, force components in eV/Å:
-1.0 2.7 0.1
1.5 -1.1 -0.6
-1.2 -0.2 -1.6
0.7 0.3 2.1
-0.8 0.2 -2.3
0.7 0.0 1.3

Computed properties:
HOMO-LUMO gap (alpha / beta) ... 5.239 / 7.260 eV
Spin multiplicity ... 3
HOMO (alpha / beta) ... -9.67 / -12.82 eV
Charge ... +1
Molar mass ... 258.12 Da
Relative energy (zero: lowest compared OMol25 entry of this formula, charge and spin) ... 42.95 kcal/mol
Calculated total energy ... -39841.377 eV